Density functional theory data (the ωB97M-V functional and the def2-TZVPD basis) for a cluster of 3 separate species, C21H32F17NO5S in total in a non-equilibrium geometry.

electronic energy = -3345.9441 hartree
HOMO level = -9.76 eV
total charge = 0
energy relative to the best compared isomer or geometry (same formula, charge and spin) = 682.9 kJ/mol
gap between HOMO and LUMO = 9.33 eV
largest force on an atom = 6.4 eV/Å

Geometry as XYZ:
```
77
Properties=species:S:1:pos:R:3:forces:R:3
S 8.410208 7.615231 -3.606993 4.26 3.22 -3.45
F -8.416496 -3.051909 3.506224 -0.21 0.57 0.17
F -5.388416 -2.782170 4.679078 0.75 -0.19 0.32
F -1.766541 -1.395436 2.189770 -0.11 0.56 0.11
F -6.615103 0.434923 1.090721 -0.41 -0.07 -0.41
F -7.860741 0.444329 3.246120 0.11 -0.45 0.42
F -9.451162 0.726528 1.534592 0.21 0.35 -0.84
F -1.807442 -0.255279 4.839987 0.39 0.65 -0.61
F -1.857591 -2.563927 4.386082 -0.36 -0.39 0.09
F -3.127102 -4.323338 4.422725 -0.28 0.18 -0.02
F -7.525408 2.123875 0.059028 -0.44 -0.38 0.01
F -0.223037 0.096896 2.558752 -0.36 0.18 0.32
F -9.746245 0.511743 -0.601869 0.73 0.10 0.20
F -2.104747 1.690480 3.932628 0.23 -0.49 -0.51
F -6.996292 -2.058526 2.190756 -0.39 0.34 0.35
F -4.261986 -2.333162 2.872481 0.33 -0.11 0.44
F 7.199568 8.714452 -2.984430 2.43 -2.85 -0.96
F -7.118610 -0.958516 4.725916 -0.71 -0.18 -0.06
O -0.291560 -3.626013 -1.341909 1.77 0.31 3.09
O 8.265317 7.666452 -5.145179 -0.57 -0.89 6.04
O 9.807755 8.141527 -3.165868 -5.74 -1.95 -0.63
O -3.699549 0.167416 3.659952 1.97 -0.59 0.05
O -8.907024 -1.222045 0.505902 0.46 1.75 0.67
N 8.075091 6.074302 -2.868331 1.61 1.40 0.07
C 6.112141 1.587520 -3.025442 0.05 -0.31 -0.67
C 5.706644 -1.097467 -2.501234 -1.31 -0.12 -0.38
C -4.219590 -2.225867 4.228013 -0.50 0.48 -0.84
C -2.287946 0.357811 3.731504 -1.75 0.36 1.32
C -8.188988 -1.886059 2.822029 0.52 -0.62 -0.88
C -4.245505 -0.740542 4.619414 -0.88 0.75 0.32
C 7.390800 2.590326 -2.769414 -0.80 0.22 0.09
C 7.184445 3.879056 -3.777083 0.01 0.10 1.25
C 1.889930 -2.712694 -2.488474 -0.12 -0.90 0.62
C 6.592518 0.012724 -3.318963 0.67 0.40 0.96
C -8.897963 0.201207 0.414991 -1.52 -1.44 0.28
C 0.969352 -2.902077 -1.105893 1.97 0.59 -1.14
C -3.058084 -3.021309 4.811527 0.45 -0.94 0.16
C -1.567442 -0.077587 2.449548 0.34 -0.40 -0.76
C 8.489203 4.893752 -3.711411 -0.45 -1.84 -1.37
C 3.261112 -1.954466 -2.005202 -0.23 -0.46 -0.70
C -0.601359 -4.217586 0.001750 -0.24 0.10 0.86
C -9.302877 -1.753338 1.772415 -0.71 -0.71 -0.50
C -8.122508 -0.747030 3.832231 0.15 0.50 0.71
C -7.503070 0.765266 0.117972 0.95 0.31 -0.06
C 4.231863 -1.429122 -3.217205 0.24 0.99 0.45
H -9.637177 -2.773128 1.544718 0.34 0.16 0.03
H 5.526427 1.993535 -3.981400 1.17 -0.93 2.12
H 8.444141 2.079690 -2.907807 -2.20 0.89 -0.02
H 1.297000 -2.172680 -3.341803 1.16 -0.73 1.78
H 0.831944 -1.812772 -0.677470 -0.24 -2.09 -0.68
H -3.850174 -0.563518 5.626700 0.16 -0.25 -0.29
H 7.340124 2.912802 -1.627673 0.23 -0.36 -2.45
H 8.718553 6.033948 -2.021253 -1.22 0.71 -1.22
H 1.691569 -3.458819 -0.336309 -1.70 0.92 -1.59
H -0.229207 -3.502204 0.882298 -0.86 -1.42 -1.98
H -0.032544 -5.247411 0.144269 -1.29 2.04 -0.44
H -3.072422 -3.003123 5.905875 -0.11 0.14 -0.05
H -5.302974 -0.456682 4.688373 0.67 -0.16 -0.29
H 6.248168 4.486869 -3.369104 2.02 -1.24 -0.96
H 2.954708 -1.046040 -1.324024 0.78 -1.71 -1.28
H 2.165403 -3.789734 -2.916701 -0.58 2.28 0.97
H 6.904455 3.524965 -4.856519 0.89 0.61 2.00
H -1.761960 -4.324504 0.136983 2.32 0.02 -0.54
H 7.700836 -0.047127 -2.907052 -2.20 0.00 -0.88
H 6.656485 -0.165612 -4.481519 -0.33 0.16 2.37
H 9.413272 4.382980 -3.191044 -1.91 0.95 -1.05
H 3.888874 -2.730474 -1.369651 -1.32 1.64 -1.14
H -10.196659 -1.255998 2.167450 0.39 0.07 0.04
H 3.798984 -0.422935 -3.691955 0.85 -2.12 1.12
H -1.920501 0.493633 1.586768 -0.11 0.10 0.20
H -7.119431 0.384978 -0.832572 -0.24 -0.08 0.02
H 8.799071 5.138703 -4.811177 -0.57 0.02 2.23
H 6.221055 -2.140438 -2.358508 -0.62 2.11 -0.37
H 5.377668 1.662353 -2.113144 1.43 -0.34 -1.76
H -9.055231 -0.661679 4.398690 -0.03 -0.11 -0.14
H 4.345290 -2.175262 -4.119230 -0.22 1.23 1.98
H 5.428687 -0.704670 -1.413420 0.85 -0.63 -2.30
```
Positions in Å, forces in eV/Å.